Below is 2 unconnected molecules or ions with the total composition C3H5BrN3 in a non-equilibrium geometry, with properties calculated with wB97M-V/def2-TZVPD.

Calculated values
Calculated total energy: -77692.400 eV
Energy relative to the best compared isomer or geometry (same formula, charge and spin): 432.7 kJ/mol
Lowest unoccupied orbital energy (spin up / spin down): -7.83 / -4.27 eV
Max |F|: 3.87 eV Å⁻¹
Gap between HOMO and LUMO (spin up / spin down): 6.48 / 10.12 eV

Structure (ORCA input):
```
! wB97M-V def2-TZVPD RIJCOSX def2/J DEFGRID3
* xyz 1 1
N -1.84 -1.50 2.33
N -0.57 0.59 -1.16
C 1.59 0.47 -0.61
Br 3.44 0.73 -0.17
N 0.81 -0.53 0.04
C -0.41 -0.35 -0.24
H 1.03 2.00 -1.97
H -2.76 -1.40 2.67
H -1.40 0.94 -1.68
H -1.64 -0.78 1.62
C 0.69 1.14 -1.43
H 1.07 -1.31 0.59
*
```